Below is C35H47GeN5O8ReS3Se as an isolated structure, with properties calculated with ωB97M-V with the def2-TZVPD basis set.

The calculation puts the energy relative to the best compared isomer or geometry (same formula, charge and spin) at 0.017 eV. As for the calculated total energy: -217388.845 eV. The multiplicity is 4.

The geometry in XYZ format:
```
101
Properties=species:S:1:pos:R:3:forces:R:3
Re 0.36026 0.00861 0.27125 -0.1 -0.2 0.2
C -1.02779 3.59736 -1.89223 0.0 0.0 0.0
C -0.70459 2.64470 -0.78502 0.1 0.0 0.0
N -0.02706 1.57296 -1.06161 0.0 0.1 0.0
N 0.47966 1.43389 -2.35190 -0.1 0.1 -0.1
C 1.56758 0.73973 -2.36266 -0.1 0.0 -0.2
S 2.37332 0.13209 -0.92881 0.2 0.0 0.0
S 2.36612 0.30281 -3.84768 0.0 0.0 0.1
C 1.58895 1.38567 -5.09499 0.1 0.0 0.0
C 2.41570 2.60946 -5.36871 0.0 0.0 0.0
C 3.34221 2.60927 -6.40628 0.0 0.0 0.0
C 4.13167 3.72303 -6.64790 0.0 0.0 0.0
C 4.00444 4.85162 -5.85120 0.0 0.0 0.0
C 3.08440 4.85982 -4.81324 0.0 0.0 0.0
C 2.29562 3.74454 -4.57553 0.0 0.0 0.0
C -1.06256 2.93799 0.60490 0.0 0.0 0.0
C -2.08967 3.85348 0.90101 0.0 0.0 0.0
C -2.36026 4.24587 2.19133 0.0 0.0 0.0
C -1.57522 3.75663 3.23738 0.0 0.0 0.0
C -0.56011 2.85983 2.98942 0.0 0.0 0.0
C -0.30713 2.41393 1.68718 0.0 0.1 0.0
O 0.64733 1.49708 1.52272 0.0 -0.1 0.0
H -0.10731 4.01931 -2.29203 0.1 0.0 0.0
H -1.65929 4.41293 -1.56215 0.0 0.0 0.0
H -1.50656 3.05588 -2.70863 0.0 0.0 0.0
H 0.58619 1.61652 -4.74370 0.1 0.1 0.0
H 1.50754 0.76616 -5.98770 0.0 0.0 0.0
H 3.44516 1.72993 -7.03136 0.0 0.0 0.0
H 4.84685 3.70979 -7.45965 0.0 0.0 0.0
H 4.61984 5.72115 -6.03900 0.0 0.0 0.0
H 2.98079 5.73594 -4.18629 0.0 0.0 0.0
H 1.58866 3.74541 -3.75780 -0.1 0.0 0.1
H -2.70054 4.24514 0.10037 0.0 0.0 0.0
H -3.16913 4.93472 2.38910 0.0 0.0 0.0
H -1.77001 4.07002 4.25449 0.0 0.0 0.0
H 0.04822 2.45726 3.78939 0.0 0.0 0.0
C -2.44928 -4.21915 -1.68058 0.0 0.0 0.0
C -2.89802 -3.16951 -2.68644 0.0 0.0 0.0
C -1.80242 -2.14920 -3.10324 -0.1 0.0 0.0
C -2.35448 -1.26421 -4.23183 0.0 0.0 0.0
C -1.36069 -0.23456 -4.74968 -0.1 0.0 0.0
C -0.62773 -2.95812 -3.60770 0.0 0.0 0.0
O -0.62687 -3.52091 -4.67461 0.0 0.0 0.0
N 0.41522 -3.10342 -2.72066 0.0 0.0 0.0
C 0.52659 -2.50976 -1.47780 0.1 0.1 -0.1
O 1.37201 -2.86950 -0.69482 -0.1 -0.1 0.0
N -0.33255 -1.44162 -1.19029 0.1 -0.1 0.1
C -1.48139 -1.29770 -1.88741 -0.1 0.1 0.1
O -2.34536 -0.48504 -1.51150 0.0 0.1 -0.2
H -3.29740 -4.83106 -1.37571 0.0 0.0 0.0
H -2.03820 -3.76530 -0.77724 0.0 0.0 0.0
H -1.69679 -4.88660 -2.10219 0.0 0.0 0.0
H -3.73275 -2.58896 -2.28954 0.0 0.0 0.0
H -3.23379 -3.65499 -3.60363 0.0 0.0 0.0
H -3.25227 -0.77471 -3.85461 0.0 0.0 0.0
H -2.65189 -1.93465 -5.03812 0.0 0.0 0.0
H -1.07562 0.47525 -3.97125 0.0 0.0 0.0
H -1.79774 0.32465 -5.57763 0.0 0.0 0.0
H -0.45221 -0.71514 -5.11982 0.0 0.0 0.0
H 1.12913 -3.78365 -2.94608 0.0 0.0 0.0
C -2.78270 -3.96989 4.15811 0.0 0.0 0.0
Ge -2.51379 -2.55112 2.84873 0.0 0.0 0.0
C -3.80654 -2.76477 1.39197 0.0 0.0 0.0
C -2.87762 -0.84522 3.74528 0.1 0.0 0.0
C -0.71077 -2.95590 2.08355 0.1 0.0 0.0
Se 0.83844 -1.76734 2.09934 0.0 0.1 0.0
C 0.54429 -0.82572 3.76706 -0.1 0.0 0.0
H -3.78296 -3.90570 4.58688 0.0 0.0 0.0
H -2.05659 -3.88157 4.96685 0.0 0.0 0.0
H -2.66914 -4.95122 3.69629 0.0 0.0 0.0
H -4.81504 -2.66341 1.79594 0.0 0.0 0.0
H -3.72263 -3.75510 0.94706 0.0 0.0 0.0
H -3.67687 -2.01888 0.60731 0.0 0.0 0.0
H -3.96006 -0.70449 3.72856 0.0 0.0 0.0
H -2.41295 0.02261 3.28050 0.0 0.0 0.0
H -2.55548 -0.87983 4.78647 0.0 0.0 0.0
H -0.82148 -3.25033 1.03946 0.0 0.0 0.0
H -0.34869 -3.83420 2.61965 0.0 0.0 0.0
H -0.51102 -0.65035 3.91515 0.0 0.1 0.0
H 1.09354 0.10811 3.71797 0.1 0.0 0.0
H 0.93447 -1.43998 4.56937 0.0 -0.1 0.0
N 3.96188 0.38564 1.75079 0.1 0.2 -0.1
C 3.85551 0.11516 3.13103 -0.1 0.0 0.0
C 3.49557 1.14248 4.00436 0.0 0.0 0.0
C 3.08523 0.84729 5.29105 0.0 0.0 0.0
C 3.04461 -0.47061 5.72755 0.0 0.0 0.1
C 3.54873 -1.47016 4.91310 0.0 0.0 0.0
C 3.95234 -1.18335 3.61414 0.0 0.0 0.0
S 2.00398 -0.88306 7.13553 0.1 -0.1 -0.1
O 0.76030 -0.20847 6.75606 -0.1 0.0 0.1
O 1.91008 -2.33543 7.07037 0.0 0.0 0.0
O 2.64326 -0.34627 8.31732 0.0 0.0 0.0
H 4.07142 1.37513 1.57682 0.0 0.0 -0.1
H 4.67603 -0.13227 1.25729 0.0 -0.1 0.1
H 3.46803 2.16545 3.64157 0.0 0.0 0.0
H 2.71222 1.62797 5.94160 0.0 0.0 0.0
H 3.52081 -2.49097 5.27037 0.0 0.0 0.0
H 4.26304 -1.98154 2.94871 0.0 0.0 0.0
O -1.71743 -0.00126 0.82536 0.0 0.0 0.0
H -2.07041 0.77970 1.27410 0.0 0.0 0.0
H -2.16039 -0.09383 -0.10873 0.1 -0.1 0.0
```
Forces are in eV/Å.



Below is C35H47KN7 as an isolated structure, with properties calculated with ωB97M-V with the def2-TZVPD basis set.

The calculation puts the energy relative to the best compared isomer or geometry (same formula, charge and spin) at 0.000 eV. Its charge is +1. As for the calculated total energy: -63809.232 eV.

The geometry in XYZ format:
```
90
Properties=species:S:1:pos:R:3:forces:R:3
K 2.00875 1.48736 -0.07089 0.2 0.2 0.1
C 2.58155 -3.04067 1.46334 0.0 0.0 0.0
C 2.17286 -1.59852 1.36725 0.0 0.0 0.0
N 2.96836 -0.62386 1.20829 0.0 0.0 -0.1
C 4.39800 -0.82610 1.02116 0.0 0.0 0.0
C 5.07970 0.48825 0.63884 0.0 0.0 0.0
N 4.59436 0.98402 -0.65117 0.0 0.0 -0.1
C 5.04612 2.32608 -1.04311 0.0 0.0 0.0
C 4.17951 2.90011 -2.17177 0.0 0.0 0.0
N 2.87304 3.39157 -1.70830 0.0 0.0 0.0
C 1.76841 3.18902 -2.65036 0.0 0.0 0.0
C 0.39545 3.65371 -2.13732 0.0 0.0 0.0
N -0.01101 3.10459 -0.84958 0.0 0.0 0.0
C -0.66465 2.01280 -0.75442 0.0 0.0 0.0
C -1.02239 1.08404 -1.88342 0.0 0.0 0.0
C -1.05983 0.21278 0.89308 0.0 0.0 0.0
C -1.89150 -0.28143 2.10842 0.0 0.0 0.0
C -1.22162 -1.27205 2.94944 0.0 0.0 0.0
C -0.04650 -1.82317 2.61428 0.0 0.0 0.0
C 0.70263 -1.24972 1.50644 0.0 0.0 0.0
N 0.24745 -0.32843 0.74835 0.0 0.0 0.0
H 3.25052 -3.30133 0.64218 0.0 0.0 0.0
H 1.72675 -3.71004 1.43614 0.0 0.0 0.0
H 3.13051 -3.21573 2.39231 0.0 0.0 0.0
H 4.58811 -1.57912 0.24613 0.0 0.0 0.0
H 4.85180 -1.20493 1.94276 0.0 0.0 0.0
H 6.16770 0.34572 0.65904 0.0 0.0 0.0
H 4.84293 1.23804 1.39948 0.0 0.0 0.0
H 4.84071 0.32297 -1.38013 0.0 0.0 0.0
H 6.09779 2.33430 -1.35493 0.0 0.0 0.0
H 4.97878 2.97971 -0.16866 0.0 0.0 0.0
H 3.99935 2.10291 -2.89946 0.0 0.0 0.0
H 4.74207 3.67375 -2.70443 0.0 0.0 0.0
H 2.93300 4.36757 -1.44541 0.0 0.0 0.0
H 1.72640 2.11636 -2.87389 0.0 0.0 0.0
H 1.93868 3.68727 -3.61443 0.0 0.0 0.0
H -0.32588 3.44794 -2.93573 0.0 0.0 0.0
H 0.42300 4.73976 -2.02078 0.0 0.0 0.0
H -0.36834 1.23485 -2.73935 0.0 0.0 0.0
H -2.04511 1.28833 -2.20905 0.0 0.0 0.0
H -0.97111 0.03675 -1.58293 0.0 0.0 0.0
H -2.53762 0.42883 2.61050 0.0 0.0 0.0
H -1.69415 -1.53142 3.88950 0.0 0.0 0.0
H 0.42868 -2.55468 3.25470 0.0 0.0 0.0
C 0.55310 1.80534 3.04391 -0.1 0.0 0.0
C -0.61743 2.69634 2.72283 0.0 0.0 0.0
C -0.98405 3.64434 3.67388 0.0 0.0 0.0
C -2.01347 4.53610 3.44165 0.0 0.0 0.0
C -2.67646 4.50097 2.22827 0.0 0.0 0.0
C -2.34910 3.56719 1.25280 0.0 0.0 0.0
C -3.05841 3.65191 -0.07129 0.0 0.0 0.0
C -1.33129 2.63580 1.51927 0.0 0.0 0.0
N -1.07398 1.62079 0.53165 0.0 0.0 0.0
C -2.28931 -0.62628 0.68866 0.0 0.0 0.0
C -3.54130 0.08184 0.20867 0.0 0.0 0.0
C -2.21904 -2.03950 0.16895 0.0 0.0 0.0
C -3.14434 -3.02902 0.82334 0.0 0.0 0.0
N -1.48378 -2.24717 -0.84160 0.0 0.0 0.0
C -1.47566 -3.48902 -1.52937 0.0 0.0 0.0
C -1.88355 -3.44593 -2.87250 0.0 0.0 0.0
C -2.36016 -2.15452 -3.47720 0.0 0.0 0.0
C -1.85048 -4.60992 -3.62219 0.0 0.0 0.0
C -1.39612 -5.80038 -3.07085 0.0 0.0 0.0
C -0.98188 -5.82484 -1.75418 0.0 0.0 0.0
C -1.02053 -4.67942 -0.95964 0.0 0.0 0.0
C -0.57797 -4.77973 0.47491 0.0 0.0 0.0
H 1.23064 2.31792 3.72543 0.0 0.0 0.0
H 1.11254 1.52126 2.15867 0.0 0.0 0.1
H 0.24660 0.87552 3.52693 0.0 0.0 0.0
H -0.43329 3.68636 4.60592 0.0 0.0 0.0
H -2.28562 5.26510 4.19311 0.0 0.0 0.0
H -3.46724 5.21233 2.02365 0.0 0.0 0.0
H -4.05162 4.07999 0.05722 0.0 0.0 0.0
H -3.16530 2.68709 -0.56229 0.0 0.0 0.0
H -2.49956 4.29985 -0.75051 0.0 0.0 0.0
H -3.62840 1.06770 0.65935 0.0 0.0 0.0
H -4.42693 -0.48801 0.49008 0.0 0.0 0.0
H -3.53785 0.18373 -0.87678 0.0 0.0 0.0
H -4.10357 -2.56688 1.05374 0.0 0.0 0.0
H -2.71460 -3.36713 1.76893 0.0 0.0 0.0
H -3.30959 -3.89710 0.18841 0.0 0.0 0.0
H -1.58450 -1.38862 -3.41662 0.0 0.0 0.0
H -3.23631 -1.76467 -2.95417 0.0 0.0 0.0
H -2.62604 -2.29634 -4.52336 0.0 0.0 0.0
H -2.17859 -4.58098 -4.65407 0.0 0.0 0.0
H -1.36459 -6.70113 -3.66901 0.0 0.0 0.0
H -0.62236 -6.74944 -1.31762 0.0 0.0 0.0
H 0.31781 -5.39701 0.55383 0.0 0.0 0.0
H -1.34761 -5.25112 1.09117 0.0 0.0 0.0
H -0.37209 -3.80152 0.90590 0.0 0.0 0.0
```
Forces are in eV/Å.



Q: Look up the energy relative to the best compared isomer or geometry (same formula, charge and spin) of the second one.
A: 0.000 eV